(1)
The following is a DFT calculation (ωB97M-V with the def2-TZVPD basis set) of the ion C2H4N2O2S with charge -2 in a non-equilibrium geometry.

LUMO = 6.126 eV
Charge = -2
SMILES string = O=NN([O-])CC[S-]
Gap between HOMO and LUMO = 0.2144 Eh
Total energy = -20044.006 eV
Relative energy (zero: lowest compared OMol25 entry of this formula, charge and spin) = 0.639 eV

Cartesian coordinates (Å):
S1 -1.1528 0.9650 2.6367
O1 -0.8580 -1.2020 -1.3655
O2 1.4624 -0.9557 -2.8660
N1 1.1783 -0.1328 -1.7148
N2 0.0958 -0.3925 -1.0909
C1 -0.0792 0.5574 0.0364
C2 -0.2588 -0.0740 1.4277
H1 0.7954 1.3039 -0.1388
H2 -0.7515 -1.0731 1.3354
H3 0.6151 -0.2106 1.9380
H4 -1.0467 1.2145 -0.1981

=====

(2)
The following is a DFT calculation (ωB97M-V with the def2-TZVPD basis set) of the molecule C2H4N2O2S2 in a non-equilibrium geometry.

LUMO = -0.739 eV
SMILES string = O/N=C(/NO)SC=S
Gap between HOMO and LUMO = 0.3131 Eh
Total energy = -30880.283 eV
Relative energy (zero: lowest compared OMol25 entry of this formula, charge and spin) = 3.473 eV

Cartesian coordinates (Å):
S1 -2.3014 -0.5088 -0.6737
S2 -0.1027 -0.5649 1.4893
O1 -0.5834 2.2531 0.2596
O2 1.7029 -1.6668 -0.4063
N1 1.3120 -0.3733 -0.7579
N2 0.7163 1.6638 0.1083
C1 -1.6057 -1.0256 0.7204
C2 0.6959 0.2666 0.1492
H1 2.2433 -1.8720 -1.1489
H2 -1.1226 1.6626 -0.3419
H3 1.1264 1.9292 -0.7832
H4 -2.0809 -1.7640 1.3852

=====

(3)
The following is a DFT calculation (ωB97M-V with the def2-TZVPD basis set) of a structure of composition C2H4N2O3S in a non-equilibrium geometry.

LUMO = 0.299 eV
Gap between HOMO and LUMO = 0.3835 Eh
Total energy = -22092.521 eV
Relative energy (zero: lowest compared OMol25 entry of this formula, charge and spin) = 4.319 eV

Cartesian coordinates (Å):
S1 -1.8565 0.0154 -0.3067
O1 -3.1784 -0.0328 0.1657
O2 -1.0711 1.3835 0.3118
O3 -0.5223 -0.9627 1.0050
N1 1.5162 -1.0336 0.0402
N2 -1.2312 -0.5661 -1.4132
C1 0.2870 1.1228 0.1346
C2 0.3954 -0.4343 0.3901
H1 2.3197 -0.5868 -0.4887
H2 1.7518 -1.9452 0.1536
H3 0.7674 1.1656 -0.9329
H4 0.8221 1.8743 0.9407

=====

(4)
The following is a DFT calculation (ωB97M-V with the def2-TZVPD basis set) of the molecule C2H4N2O4 in a non-equilibrium geometry.

LUMO = -0.541 eV
SMILES string = O=N[C@H](O)C(=O)NO
Gap between HOMO and LUMO = 0.3382 Eh
Total energy = -13305.048 eV
Relative energy (zero: lowest compared OMol25 entry of this formula, charge and spin) = 3.312 eV

Cartesian coordinates (Å):
O1 0.9338 -1.5868 -0.7781
O2 -1.3547 1.4570 -1.5613
O3 -0.6417 -0.1951 1.9978
O4 1.1707 0.9540 -1.4967
N1 -1.0355 1.0800 -0.4588
N2 -0.3445 -1.1585 1.0466
C1 0.3964 -0.7948 -0.0314
C2 0.4207 0.6808 -0.3201
H1 -0.2430 -2.1092 1.4341
H2 -1.4749 0.2334 1.6923
H3 1.3475 0.1098 -1.9607
H4 0.8250 1.3295 0.4364

=====

(5)
The following is a DFT calculation (ωB97M-V with the def2-TZVPD basis set) of a structure of composition C2H4N2O4 in a non-equilibrium geometry.

LUMO = -3.436 eV
Gap between HOMO and LUMO = 0.2374 Eh
Total energy = -13295.350 eV
Relative energy (zero: lowest compared OMol25 entry of this formula, charge and spin) = 13.011 eV

Cartesian coordinates (Å):
O1 -2.3342 -1.1566 1.1323
O2 1.6337 1.9603 -1.4773
O3 0.4265 -0.5991 1.3093
O4 2.2015 -0.5792 -0.6149
N1 -1.3934 -0.4520 0.1625
N2 0.7981 -0.3385 -1.1054
C1 -0.0793 -0.4965 0.0196
C2 0.7239 1.2216 -1.2121
H1 -1.2131 -0.3601 2.7360
H2 -2.3499 -0.2184 -0.7501
H3 -0.2716 1.6434 -1.0636
H4 1.8578 -0.6249 0.8638

=====

(6)
The following is a DFT calculation (ωB97M-V with the def2-TZVPD basis set) of the molecule C2H4N2O6 in a non-equilibrium geometry.

LUMO = -0.911 eV
SMILES string = C[C@@](O)(ON=O)O[N+](=O)[O-]
Gap between HOMO and LUMO = 0.3812 Eh
Total energy = -17396.529 eV
Relative energy (zero: lowest compared OMol25 entry of this formula, charge and spin) = 0.432 eV

Cartesian coordinates (Å):
O1 -1.2559 0.4435 -0.4065
O2 0.8231 0.7202 1.0664
O3 -1.9106 2.0421 -1.7157
O4 0.1358 1.7290 -1.3474
O5 0.7148 -0.8845 -0.5395
O6 2.5891 -1.0560 -1.6817
N1 1.9879 -0.3462 -0.9501
N2 -1.0125 1.4840 -1.2560
C1 0.0783 -0.2273 0.4399
C2 -0.7176 -1.1673 1.3986
H1 -1.5056 -1.5597 0.6611
H2 -1.1564 -0.6602 2.2133
H3 0.0103 -1.8283 1.7109
H4 1.2195 1.3108 0.4067

=====

(7)
The following is a DFT calculation (ωB97M-V with the def2-TZVPD basis set) of the molecule C2H4N2OP2 in a non-equilibrium geometry.

LUMO = -0.765 eV
SMILES string = OP1#[PH]N=CC=N1
Gap between HOMO and LUMO = 0.2854 Eh
Total energy = -25743.022 eV
Relative energy (zero: lowest compared OMol25 entry of this formula, charge and spin) = 0.273 eV

Cartesian coordinates (Å):
P1 1.4830 0.2048 0.6235
P2 0.5793 -1.6358 -0.2037
O1 2.7209 0.3995 -0.5025
N1 -1.0947 -1.2347 0.1550
N2 0.3560 1.3562 0.0391
C1 -0.9271 1.2045 -0.0001
C2 -1.6181 -0.0916 0.1996
H1 0.5414 -2.3966 1.0436
H2 2.2183 0.2320 -1.3663
H3 -2.6825 -0.0628 0.4275
H4 -1.5764 2.0246 -0.4158

=====

(8)
The following is a DFT calculation (ωB97M-V with the def2-TZVPD basis set) of the molecule C2H4N2OS in a non-equilibrium geometry.

LUMO = -0.759 eV
SMILES string = N/N=C/C(O)=S
Gap between HOMO and LUMO = 0.2965 Eh
Total energy = -17998.670 eV
Relative energy (zero: lowest compared OMol25 entry of this formula, charge and spin) = 3.989 eV

Cartesian coordinates (Å):
S1 -2.0905 -0.6126 -0.1027
O1 -0.7199 1.5253 0.0563
N1 2.8281 -0.4588 0.0110
N2 1.7700 0.3654 -0.1129
C1 -0.6990 0.2200 0.1362
C2 0.6448 -0.2863 0.1940
H1 0.3010 1.7332 -0.1132
H2 2.6209 -1.5746 0.0169
H3 3.6315 -0.1122 -0.7516
H4 0.7918 -1.3956 0.7718

=====

(9)
The following is a DFT calculation (ωB97M-V with the def2-TZVPD basis set) of the molecule C2H4N2OS in a non-equilibrium geometry.

LUMO = 0.019 eV
SMILES string = [H]/N=C(\N)OC=S
Gap between HOMO and LUMO = 0.3362 Eh
Total energy = -18000.843 eV
Relative energy (zero: lowest compared OMol25 entry of this formula, charge and spin) = 1.816 eV

Cartesian coordinates (Å):
S1 -1.2295 2.7163 1.5931
O1 0.2086 0.6901 0.6163
N1 1.4880 -0.7467 -0.4445
N2 -0.8109 -0.6540 -0.9079
C1 -1.0254 1.3307 0.8144
C2 0.2198 -0.3135 -0.3270
H1 -1.8027 0.7036 0.4926
H2 1.9051 -0.6053 0.4084
H3 1.5257 -1.6872 -0.7636
H4 -0.4789 -1.4340 -1.4817

=====

(10)
The following is a DFT calculation (ωB97M-V with the def2-TZVPD basis set) of the molecule C2H4N2OS in a non-equilibrium geometry.

LUMO = 0.554 eV
SMILES string = [H]/N=C1/NOCS1
Gap between HOMO and LUMO = 0.3543 Eh
Total energy = -17998.588 eV
Relative energy (zero: lowest compared OMol25 entry of this formula, charge and spin) = 4.071 eV

Cartesian coordinates (Å):
S1 0.6996 0.8990 0.5063
O1 -0.7579 0.1216 -1.4441
N1 -0.6568 -0.9490 -0.5149
N2 -0.4870 -1.2714 1.7594
C1 0.6214 0.5904 -1.4342
C2 -0.2557 -0.4169 0.7573
H1 0.6711 1.6176 -1.8737
H2 0.1255 -0.9214 2.5722
H3 -1.4957 -1.4706 -0.3302
H4 1.3818 -0.0793 -1.5661

=====

(11)
The following is a DFT calculation (ωB97M-V with the def2-TZVPD basis set) of the molecule C2H4N2OS in a non-equilibrium geometry.

LUMO = -0.525 eV
SMILES string = [H]/N=C(/N)SC=O
Gap between HOMO and LUMO = 0.3116 Eh
Total energy = -17999.174 eV
Relative energy (zero: lowest compared OMol25 entry of this formula, charge and spin) = 3.485 eV

Cartesian coordinates (Å):
S1 0.1727 -1.0526 -0.1565
O1 1.8945 0.9050 -0.0636
N1 -0.7107 1.4972 -0.0503
N2 -2.2757 -0.1673 0.2038
C1 1.7271 -0.3229 0.3062
C2 -1.0999 0.1552 -0.1013
H1 -1.1119 2.3035 0.4383
H2 2.4131 -1.1831 0.6682
H3 0.4301 1.4322 -0.5360
H4 -2.5081 -1.2543 0.1376

=====

(12)
The following is a DFT calculation (ωB97M-V with the def2-TZVPD basis set) of a cluster of 2 separate species, C2H4N2OS in total in a non-equilibrium geometry.

LUMO (alpha / beta) = -0.539 / -0.538 eV
SMILES string = N[N+]([O-])=S.C#C
Gap between HOMO and LUMO (alpha / beta) = 0.3095 / 0.3095 Eh
Total energy = -17995.765 eV
Relative energy (zero: lowest compared OMol25 entry of this formula, charge and spin) = 6.894 eV

Cartesian coordinates (Å):
S1 0.1236 -1.0071 -1.2029
O1 -0.7746 1.1196 -2.2969
N1 -0.9308 0.2408 -1.3838
N2 -1.9825 0.2843 -0.5925
C1 2.0954 -0.8442 1.0580
C2 2.0667 0.2129 1.6188
H1 -2.2614 -0.4125 0.0938
H2 -2.5198 1.1575 -0.3491
H3 2.1179 1.1048 2.1422
H4 2.0654 -1.8562 0.9125